The following is a DFT calculation (ωB97M-V with the def2-TZVPD basis set) of a molecular structure, C31H34Li2O15S at a distorted geometry.

Values from the calculation:
- E_HOMO (eV) = -7.044
- energy relative to the best compared isomer or geometry (same formula, charge and spin) (kcal per mole) = 145.2

Last column: Mulliken charge in e.
Element x y z (Å)
1 Li 2.81657 1.81783 0.31547  0.713
2 Li -0.89433 1.18994 -4.18110  0.847
3 S 0.26351 0.72705 -1.14034  1.601
4 O 1.39616 1.60286 -0.65677  -0.170
5 O -0.01234 1.05070 -2.57733  -0.700
6 O 0.52843 -0.72205 -0.95592  -0.993
7 O -0.94678 1.13704 -0.43545  -1.584
8 C 1.75363 1.10271 3.45280  -1.581
9 O 1.86795 1.35622 2.01371  -0.260
10 H 2.17373 1.71501 3.82008  0.851
11 H 2.34737 0.34652 3.77984  0.576
12 H 0.65146 0.86108 3.69909  0.252
13 H 0.93342 1.19424 1.72407  0.025
14 C -4.94874 -1.27433 0.76926  -0.390
15 C -6.13353 -1.90465 0.24794  -0.892
16 C -6.01944 -2.10652 -1.24048  0.838
17 C -4.98380 -1.54968 -2.11100  -1.379
18 C -3.99574 -0.71708 -1.44196  0.330
19 C -3.97573 -0.60403 -0.04160  -0.026
20 O -2.99718 0.00956 0.52866  -0.274
21 O -7.01222 -2.78662 -1.84246  -0.496
22 H -5.05045 -1.00828 1.93757  0.206
23 H -6.82607 -2.30576 0.82261  0.520
24 H -5.08180 -1.87989 -2.93746  0.839
25 H -3.30421 -0.30299 -2.15402  0.249
26 H -2.11984 0.14999 0.25434  0.434
27 H -7.65329 -3.13776 -1.35496  0.268
28 C -1.61496 -3.25133 -0.95560  0.472
29 C -2.37401 -4.25374 -0.24664  -0.820
30 C -1.89290 -5.64416 -0.37678  0.709
31 C -0.91550 -5.98855 -1.38313  -0.528
32 C -0.49483 -4.99411 -2.23636  -0.409
33 C -0.75244 -3.66340 -1.96843  0.193
34 O 0.00208 -2.70456 -2.58487  -0.648
35 O -2.42832 -6.60790 0.38267  -0.502
36 H -1.90586 -2.13708 -0.53376  0.033
37 H -3.23695 -4.29556 0.44914  0.110
38 H -0.58253 -7.10501 -1.58517  0.236
39 H 0.20757 -5.23346 -3.03540  0.465
40 H 0.18816 -1.94056 -1.96006  0.240
41 H -3.02735 -6.06207 0.84470  0.296
42 C 3.03658 -4.59029 -0.58543  -0.496
43 C 2.38010 -3.42450 -0.47740  -1.269
44 C 2.07979 -2.87003 0.82837  0.276
45 C 2.51439 -3.64716 1.98429  -0.766
46 C 3.06634 -4.84910 1.87759  -0.624
47 C 3.51816 -5.24253 0.57200  0.686
48 O 4.23464 -6.44246 0.41876  -0.578
49 O 1.33414 -1.75030 1.13221  -0.563
50 H 3.10900 -5.02176 -1.51556  0.314
51 H 2.26553 -2.90359 -1.24244  1.131
52 H 2.26962 -3.45361 2.85581  0.713
53 H 3.61118 -5.32049 2.85053  0.217
54 H 4.46576 -6.61328 -0.52557  0.301
55 H 1.13898 -1.40718 0.30740  0.763
56 C -0.20898 4.03687 1.15251  0.463
57 C 0.85067 4.76861 1.74793  -0.583
58 C 1.04713 4.86479 3.11249  0.035
59 C 0.29930 4.05165 3.95191  -0.984
60 C -0.71119 3.21501 3.42752  -0.766
61 C -0.94955 3.17776 2.01427  0.160
62 O -1.79891 2.33133 1.51184  -0.497
63 O 2.05917 5.55177 3.72504  -0.469
64 H -0.27132 3.79471 0.04268  -0.110
65 H 1.63005 5.12707 1.20305  0.715
66 H 0.42778 3.99816 4.80201  1.217
67 H -1.43604 2.80236 4.06810  0.492
68 H -1.46789 1.73385 0.96043  0.540
69 H 2.20942 6.30230 3.43221  0.269
70 C 1.15040 5.62041 -1.93514  -1.037
71 C 1.42349 4.20383 -2.08011  -0.097
72 C 2.63795 3.78669 -2.32733  0.390
73 C 3.76786 4.62233 -2.27890  -0.597
74 C 3.58886 5.99727 -2.06029  -0.590
75 C 2.35511 6.50445 -1.92784  0.813
76 O 2.21259 7.84649 -1.63933  -0.563
77 O 3.01869 2.45730 -2.28288  -0.730
78 H 0.20161 5.84924 -1.72398  0.637
79 H 0.52144 3.57665 -2.19428  0.304
80 H 4.74267 4.15383 -2.38796  0.420
81 H 4.49381 6.60870 -2.17618  0.264
82 H 3.01303 8.45012 -1.80673  0.320
83 H 2.21972 2.02309 -1.91651  0.230